[1]
{"formula": "C19H17NO5", "method": "ωB97M-V/def2-TZVPD", "e_lumo_ev": 0.23, "gap_ev": 8.62, "e_above_lowest_kj_mol": 61.0, "max_force_ev_per_a": 0.69, "smiles": "COc1cc(OC)cc(C(=O)OCc2cc3ccccc3[nH]c2=O)c1", "e_homo_ha": -0.3085, "energy_ha": -1165.20781, "elements": ["C", "O", "C", "C", "C", "O", "C", "C", "C", "C", "O", "O", "C", "C", "C", "C", "C", "C", "C", "C", "C", "N", "C", "O", "C", "H", "H", "H", "H", "H", "H", "H", "H", "H", "H", "H", "H", "H", "H", "H", "H", "H"], "coordinates": [[4.292, 3.285, 0.659], [4.812, 1.983, 0.800], [4.039, 0.936, 0.411], [4.594, -0.327, 0.594], [3.893, -1.478, 0.246], [4.534, -2.654, 0.477], [3.865, -3.852, 0.159], [2.619, -1.362, -0.297], [2.075, -0.097, -0.491], [0.711, -0.009, -1.060], [-0.064, -0.935, -1.123], [0.430, 1.219, -1.512], [-0.892, 1.443, -1.984], [-1.950, 1.007, -1.008], [-3.032, 0.296, -1.388], [-4.027, -0.122, -0.454], [-5.162, -0.855, -0.820], [-6.076, -1.249, 0.129], [-5.878, -0.920, 1.469], [-4.770, -0.201, 1.857], [-3.836, 0.206, 0.902], [-2.730, 0.929, 1.249], [-1.751, 1.386, 0.392], [-0.828, 2.050, 0.825], [2.768, 1.056, -0.142], [3.370, 3.414, 1.235], [5.060, 3.951, 1.051], [4.101, 3.529, -0.390], [5.580, -0.416, 1.019], [2.938, -3.958, 0.731], [4.551, -4.653, 0.432], [3.641, -3.915, -0.910], [2.026, -2.217, -0.578], [-0.940, 2.525, -2.141], [-1.034, 0.922, -2.938], [-3.160, 0.015, -2.424], [-5.305, -1.109, -1.860], [-6.949, -1.814, -0.160], [-6.599, -1.234, 2.209], [-4.614, 0.054, 2.895], [-2.592, 1.161, 2.226], [2.291, 2.009, -0.288]]}

---

[2]
{"formula": "C6H16N", "method": "ωB97M-V/def2-TZVPD", "e_lumo_ev": -3.58, "gap_ev": 11.18, "e_above_lowest_kj_mol": 17.3, "max_force_ev_per_a": 1.32, "total_charge": 1, "smiles": "CCCC[C@@H](C)[NH3+]", "e_homo_ha": -0.5425, "energy_ha": -292.71765, "elements": ["C", "C", "C", "C", "C", "C", "N", "H", "H", "H", "H", "H", "H", "H", "H", "H", "H", "H", "H", "H", "H", "H", "H"], "coordinates": [[3.031, 0.476, 0.321], [1.860, -0.497, 0.130], [0.711, -0.354, 1.137], [-0.438, 0.511, 0.598], [-1.235, -0.235, -0.456], [-2.527, -0.821, 0.095], [-1.596, 0.710, -1.612], [3.346, 0.481, 1.374], [3.880, 0.153, -0.265], [2.738, 1.507, 0.159], [1.536, -0.393, -0.918], [2.275, -1.503, 0.165], [1.128, 0.151, 2.015], [0.390, -1.346, 1.435], [-1.061, 0.879, 1.418], [0.031, 1.420, 0.191], [-0.598, -0.993, -0.894], [-3.046, -1.480, -0.596], [-3.189, -0.023, 0.418], [-2.293, -1.396, 0.991], [-2.361, 0.309, -2.157], [-0.798, 0.778, -2.256], [-1.786, 1.667, -1.294]]}

---

[3]
{"formula": "C27H29BN12S2Sn", "method": "ωB97M-V/def2-TZVPD", "spin_multiplicity": 2, "e_lumo_ev": [-2.26, -4.45], "gap_ev": [8.03, 6.22], "e_above_lowest_kj_mol": 36.4, "max_force_ev_per_a": 3.74, "total_charge": 1, "e_homo_ha": [-0.3784, -0.3920], "energy_ha": -2738.82129, "elements": ["Sn", "C", "C", "C", "C", "N", "N", "B", "N", "C", "C", "C", "C", "N", "N", "C", "C", "C", "C", "N", "N", "C", "C", "C", "C", "N", "H", "H", "H", "H", "H", "H", "H", "H", "H", "H", "H", "H", "H", "H", "H", "H", "H", "H", "H", "H", "S", "C", "N", "C", "C", "C", "C", "C", "C", "S", "H", "H", "H", "H", "N", "C", "C", "N", "C", "C", "N", "H", "H", "H", "H", "H"], "coordinates": [[-4.539, -2.052, -19.210], [-4.623, 1.501, -20.393], [-5.397, 0.467, -21.161], [-6.082, 0.673, -22.355], [-6.490, -0.605, -22.729], [-6.082, -1.489, -21.891], [-5.492, -0.820, -20.857], [-6.317, -3.048, -21.853], [-6.949, -3.465, -20.481], [-7.892, -4.401, -20.328], [-7.981, -4.682, -18.972], [-7.024, -3.892, -18.338], [-6.731, -3.760, -16.857], [-6.368, -3.207, -19.297], [-4.932, -3.700, -21.881], [-4.460, -4.609, -22.756], [-3.174, -4.873, -22.388], [-2.892, -4.138, -21.225], [-1.646, -4.017, -20.421], [-4.026, -3.417, -20.948], [-7.270, -3.279, -22.942], [-8.547, -2.804, -22.934], [-9.292, -3.608, -23.724], [-8.360, -4.536, -24.319], [-8.716, -5.513, -25.368], [-7.171, -4.373, -23.788], [-3.985, 2.112, -21.052], [-5.241, 2.207, -19.812], [-3.976, 0.954, -19.675], [-6.174, 1.563, -22.977], [-7.036, -0.907, -23.623], [-8.382, -4.822, -21.192], [-8.634, -5.388, -18.509], [-6.835, -4.725, -16.303], [-5.716, -3.383, -16.718], [-7.435, -3.063, -16.394], [-5.094, -4.960, -23.516], [-2.432, -5.458, -22.883], [-0.794, -4.277, -21.040], [-1.470, -3.023, -19.949], [-1.694, -4.690, -19.516], [-8.773, -1.981, -22.311], [-10.339, -3.645, -23.863], [-9.722, -5.910, -25.230], [-8.894, -5.045, -26.289], [-7.979, -6.329, -25.578], [-2.581, -1.274, -17.158], [-2.827, -2.926, -16.819], [-3.540, -3.692, -17.588], [-3.611, -4.977, -17.181], [-4.309, -5.940, -17.870], [-4.341, -7.204, -17.298], [-3.724, -7.536, -16.094], [-2.988, -6.579, -15.406], [-2.964, -5.269, -15.930], [-2.137, -3.762, -15.477], [-4.803, -5.776, -18.801], [-4.912, -7.999, -17.804], [-3.785, -8.578, -15.828], [-2.505, -6.755, -14.449], [-9.919, 0.508, -18.467], [-8.749, 0.276, -17.844], [-7.666, -0.351, -18.534], [-6.504, -0.535, -17.957], [-6.370, -0.174, -16.695], [-7.411, 0.414, -16.029], [-8.620, 0.674, -16.587], [-9.979, 0.554, -19.470], [-10.595, 1.000, -17.936], [-7.854, -0.722, -19.583], [-5.445, -0.334, -16.173], [-7.310, 0.705, -15.039]]}

---

[4]
{"formula": "C2H7OS", "method": "ωB97M-V/def2-TZVPD", "e_lumo_ev": 3.93, "gap_ev": 5.04, "e_above_lowest_kj_mol": 232.8, "max_force_ev_per_a": 0.76, "total_charge": -1, "e_homo_ha": -0.0409, "energy_ha": -553.77530, "elements": ["O", "H", "C", "S", "C", "H", "H", "H", "H", "H", "H"], "coordinates": [[-1.794, 2.264, 0.491], [-1.370, 2.310, 1.355], [-0.703, -1.201, -0.908], [0.229, -0.284, 0.210], [1.977, -0.907, 0.013], [-0.465, -2.263, -0.998], [-1.114, -0.724, -1.785], [-1.159, 1.719, -0.008], [2.590, -0.647, 0.890], [2.472, -0.486, -0.871], [1.835, -1.983, -0.049]]}

---

[5]
{"formula": "C2H11N2O", "method": "ωB97M-V/def2-TZVPD", "e_lumo_ev": -3.06, "gap_ev": 10.96, "e_above_lowest_kj_mol": 8.1, "max_force_ev_per_a": 1.31, "total_charge": 1, "e_homo_ha": -0.5152, "energy_ha": -267.32160, "elements": ["N", "C", "C", "N", "H", "H", "H", "H", "H", "H", "H", "H", "H", "H", "H", "O"], "coordinates": [[0.446, -0.384, 0.328], [-0.177, 0.937, 0.093], [-1.670, 0.856, 0.371], [-2.193, -0.322, -0.309], [0.274, -0.673, 1.294], [-0.086, -1.104, -0.183], [1.440, -0.434, 0.089], [0.275, 1.750, 0.648], [-0.001, 1.198, -0.956], [-1.842, 0.746, 1.439], [-2.120, 1.802, 0.056], [-3.125, -0.596, -0.036], [-2.169, -0.196, -1.314], [3.723, -1.967, -0.389], [3.927, -0.517, -0.791], [3.300, -1.095, -0.339]]}

---

[6]
{"formula": "C45H52BBr2CdF4N4O5", "method": "ωB97M-V/def2-TZVPD", "e_lumo_ev": 1.60, "gap_ev": 5.79, "max_force_ev_per_a": 1.42, "total_charge": -1, "e_homo_ha": -0.1541, "energy_ha": -8081.66743, "elements": ["Cd", "C", "C", "C", "C", "C", "N", "C", "C", "C", "N", "C", "C", "C", "C", "C", "C", "C", "C", "N", "C", "C", "C", "N", "C", "C", "C", "C", "O", "C", "O", "H", "H", "H", "H", "H", "H", "H", "H", "H", "H", "H", "H", "H", "H", "H", "H", "H", "H", "H", "H", "H", "H", "H", "H", "H", "H", "H", "H", "C", "C", "C", "C", "C", "C", "C", "Br", "C", "O", "C", "C", "C", "C", "C", "C", "H", "H", "H", "H", "H", "H", "H", "H", "H", "H", "H", "H", "H", "H", "H", "H", "H", "H", "H", "H", "F", "B", "F", "F", "F", "Br", "C", "C", "C", "C", "C", "C", "C", "O", "O", "H", "H", "H", "H"], "coordinates": [[-0.581, 1.039, -0.496], [-0.812, -2.787, -7.183], [-0.583, -2.209, -5.811], [0.289, -2.766, -4.923], [0.434, -2.276, -3.601], [1.343, -2.955, -2.758], [1.276, -3.181, -1.464], [0.111, -3.011, -0.613], [-1.021, -3.917, -1.111], [-2.329, -3.633, -0.398], [-2.920, -2.411, -0.899], [-4.176, -2.108, -0.742], [-4.697, -0.814, -0.892], [-6.064, -0.607, -0.619], [-6.596, 0.647, -0.507], [-8.037, 0.880, -0.139], [-5.732, 1.738, -0.695], [-4.393, 1.617, -0.988], [-3.654, 2.849, -1.222], [-2.427, 2.971, -1.508], [-1.958, 4.307, -1.820], [-0.761, 4.252, -2.763], [-0.974, 3.302, -3.935], [-0.721, 1.921, -3.577], [-1.392, 1.029, -4.165], [-0.992, -0.381, -4.232], [-1.224, -1.009, -5.428], [-0.214, -1.036, -3.196], [-0.014, -0.577, -2.053], [-3.797, 0.304, -1.104], [-2.585, 0.108, -1.402], [-0.544, -3.843, -7.208], [-0.207, -2.268, -7.931], [-1.857, -2.688, -7.480], [0.844, -3.658, -5.201], [2.184, -3.441, -3.247], [2.131, -3.466, -1.009], [-0.199, -1.967, -0.611], [0.388, -3.278, 0.406], [-0.740, -4.962, -0.954], [-1.158, -3.766, -2.183], [-2.156, -3.525, 0.676], [-3.038, -4.451, -0.547], [-2.333, -1.573, -1.051], [-4.846, -2.906, -0.433], [-6.690, -1.480, -0.462], [-8.612, -0.043, -0.208], [-8.498, 1.622, -0.794], [-8.105, 1.250, 0.886], [-6.152, 2.737, -0.611], [-4.289, 3.750, -1.183], [-1.653, 4.816, -0.899], [-2.771, 4.904, -2.265], [0.098, 3.883, -2.208], [-0.548, 5.259, -3.129], [-0.225, 3.541, -4.699], [-1.968, 3.439, -4.394], [-2.212, 1.300, -4.852], [-1.866, -0.516, -6.152], [5.342, -4.256, 1.748], [5.771, -2.812, 2.054], [6.161, -2.733, 3.534], [7.019, -2.456, 1.230], [4.621, -1.867, 1.709], [4.330, -1.557, 0.391], [3.266, -0.726, 0.087], [3.167, -0.077, -1.716], [2.346, -0.187, 1.039], [1.286, 0.457, 0.728], [2.766, -0.410, 2.406], [3.835, -1.241, 2.681], [2.098, 0.384, 3.526], [2.376, 1.870, 3.247], [2.674, 0.076, 4.914], [0.590, 0.107, 3.586], [6.145, -4.961, 1.983], [5.080, -4.364, 0.695], [4.466, -4.515, 2.344], [7.042, -3.352, 3.718], [5.358, -3.094, 4.178], [6.399, -1.706, 3.815], [7.872, -3.059, 1.552], [7.262, -1.402, 1.367], [6.863, -2.631, 0.166], [4.944, -1.921, -0.423], [4.092, -1.399, 3.717], [3.453, 2.056, 3.247], [1.915, 2.498, 4.014], [1.980, 2.158, 2.277], [3.739, 0.312, 4.969], [2.520, -0.969, 5.190], [2.158, 0.701, 5.645], [0.107, 0.295, 2.633], [0.119, 0.740, 4.343], [0.405, -0.935, 3.853], [-1.575, -0.975, 1.075], [-2.649, -1.029, 2.032], [-2.149, -0.908, 3.315], [-3.570, -0.026, 1.729], [-3.283, -2.296, 1.895], [1.038, 7.304, 5.292], [0.630, 6.005, 3.956], [-0.237, 4.971, 4.261], [-0.519, 4.028, 3.284], [0.071, 4.119, 2.031], [0.941, 5.165, 1.749], [1.224, 6.120, 2.711], [-0.173, 3.045, 1.001], [-1.133, 2.256, 1.195], [0.583, 3.000, 0.001], [-0.674, 4.896, 5.247], [-1.185, 3.200, 3.485], [1.406, 5.212, 0.774], [1.906, 6.934, 2.505]]}

---

[7]
{"formula": "C45H40Br4LuN4O6", "method": "ωB97M-V/def2-TZVPD", "e_lumo_ev": 2.01, "gap_ev": 6.65, "e_above_lowest_kj_mol": 16.9, "max_force_ev_per_a": 3.44, "total_charge": -1, "e_homo_ha": -0.1706, "energy_ha": -13941.14861, "elements": ["Lu", "C", "C", "C", "C", "C", "C", "C", "C", "N", "C", "O", "C", "C", "C", "C", "C", "N", "C", "O", "N", "C", "C", "C", "C", "C", "C", "C", "C", "H", "H", "H", "H", "H", "H", "H", "H", "H", "H", "H", "H", "H", "H", "H", "H", "H", "H", "H", "H", "H", "O", "C", "C", "C", "C", "C", "C", "N", "H", "H", "H", "H", "H", "H", "H", "Br", "C", "C", "Br", "C", "Br", "C", "O", "C", "O", "C", "Br", "C", "C", "C", "C", "C", "C", "C", "O", "C", "C", "C", "H", "H", "H", "H", "H", "H", "H", "H", "H", "H", "H", "H"], "coordinates": [[-0.940, 0.225, -0.756], [-4.053, 2.261, -1.443], [-3.914, 1.649, -2.790], [-5.007, 1.394, -3.544], [-4.905, 0.871, -4.775], [-3.677, 0.465, -5.290], [-2.540, 0.544, -4.476], [-1.260, -0.017, -4.970], [-2.677, 1.197, -3.259], [-1.523, 1.432, -2.424], [-0.738, 2.421, -2.842], [-0.848, 3.057, -3.911], [0.470, 2.605, -1.983], [0.941, 3.926, -1.817], [2.071, 4.145, -1.055], [2.746, 3.034, -0.661], [2.259, 1.767, -0.937], [1.058, 1.534, -1.534], [3.187, 0.606, -0.526], [4.337, 0.901, -0.279], [2.719, -0.656, -0.718], [3.533, -1.776, -0.750], [4.227, -2.254, 0.321], [4.191, -1.619, 1.699], [4.951, -3.433, 0.220], [4.759, -4.206, -0.916], [3.988, -3.792, -2.020], [3.462, -2.547, -2.024], [2.873, -1.944, -3.265], [-4.514, 1.557, -0.620], [-4.794, 3.059, -1.460], [-3.064, 2.652, -1.086], [-6.048, 1.662, -3.191], [-5.846, 0.693, -5.311], [-3.510, -0.004, -6.197], [-1.473, -0.618, -5.891], [-0.697, -0.544, -4.211], [-0.650, 0.820, -5.290], [0.322, 4.768, -2.147], [2.420, 5.122, -0.818], [3.631, 3.090, -0.065], [3.177, -1.274, 2.020], [4.942, -0.841, 1.624], [4.518, -2.339, 2.498], [5.477, -3.968, 1.019], [5.125, -5.265, -0.924], [3.728, -4.521, -2.774], [2.432, -2.622, -3.915], [3.642, -1.361, -3.729], [1.997, -1.274, -3.041], [0.164, -1.492, -1.549], [-0.350, -2.352, -2.546], [-1.854, -2.227, -2.653], [-2.546, -2.863, -3.671], [-3.932, -2.816, -3.640], [-4.582, -2.164, -2.557], [-3.764, -1.430, -1.712], [-2.434, -1.503, -1.721], [1.755, -0.793, -1.104], [-0.100, -3.376, -2.276], [0.050, -2.219, -3.575], [-1.909, -3.415, -4.375], [-4.455, -3.435, -4.364], [-5.680, -2.201, -2.425], [-4.192, -0.832, -0.906], [-4.391, 1.892, 5.340], [-3.232, 1.894, 3.858], [-2.228, 2.890, 3.805], [-2.023, 4.227, 5.192], [-1.323, 2.849, 2.728], [0.021, 4.181, 2.535], [-1.472, 1.990, 1.655], [-0.756, 1.984, 0.579], [-2.412, 0.899, 1.779], [-2.528, 0.112, 0.720], [-3.264, 0.890, 2.884], [-4.551, -0.482, 3.000], [1.669, -0.363, 7.736], [1.609, -0.151, 6.269], [2.386, 0.733, 5.523], [2.237, 0.910, 4.113], [3.265, 1.682, 3.275], [1.277, 0.103, 3.468], [1.024, 0.317, 2.024], [0.325, -0.433, 1.337], [0.400, -0.831, 4.182], [-0.696, -1.689, 3.625], [0.618, -0.823, 5.528], [2.601, -0.072, 8.146], [1.649, -1.351, 8.127], [0.923, 0.177, 8.338], [3.311, 1.233, 5.936], [3.868, 2.265, 3.982], [2.732, 2.402, 2.746], [3.899, 1.029, 2.672], [1.434, 1.301, 1.534], [-0.592, -2.412, 2.783], [-1.513, -0.993, 3.315], [-0.953, -2.288, 4.469], [0.011, -1.534, 6.102]]}

---

[8]
{"formula": "C2CsF3NO3S2", "method": "ωB97M-V/def2-TZVPD", "e_lumo_ev": 1.48, "gap_ev": 3.37, "e_above_lowest_kj_mol": 0.0, "max_force_ev_per_a": 1.79, "total_charge": -1, "e_homo_ha": -0.0695, "energy_ha": -1472.84046, "elements": ["N", "S", "S", "C", "F", "F", "F", "O", "C", "O", "O", "Cs"], "coordinates": [[2.210, 1.274, 1.859], [1.779, 2.550, 0.688], [1.850, -0.227, 1.581], [2.770, -0.745, -0.070], [2.156, -0.344, -1.204], [4.019, -0.272, -0.111], [2.850, -2.085, -0.140], [-4.720, -2.910, 0.472], [-4.130, -1.994, 0.085], [-3.630, -1.079, -0.435], [0.433, -0.491, 0.987], [-0.904, 1.401, -1.100]]}